A single C11H12N2O molecule. Source: the Open Molecules 2025 dataset; level of theory: wB97M-V/def2-TZVPD.

Its strongest force on any atom is 0.37 eV/A. As for the energy: -611.118150 a.u. As for the SMILES: C[C@@H](O)Cc1cccc2nccnc12. The calculation puts the energy relative to the best compared isomer or geometry (same formula, charge and spin) at 15.8 kcal/mol. For the HOMO energy, the calculation gives -8.99 eV.

```
! RIJCOSX wB97M-V def2-TZVPD def2/J DEFGRID3
* xyz 0 1
C -0.70 1.50 -0.95
C 0.88 0.27 2.67
H -2.62 1.01 -1.80
H -2.83 1.76 0.87
C -2.34 -0.38 -0.23
C 1.81 -1.22 -1.86
N 2.35 -1.35 1.72
H 0.51 0.74 3.58
C 2.31 -1.59 -0.66
H -0.55 2.24 -0.18
C 0.83 -0.20 -1.96
C -2.17 1.01 -0.81
H -0.59 2.01 -1.91
H 2.27 -1.02 3.74
C 0.85 0.05 0.42
H -1.77 -0.53 0.68
H 3.06 -2.36 -0.57
N 0.38 0.65 1.54
H 2.17 -1.70 -2.77
H 0.45 0.09 -2.93
H -2.06 -1.15 -0.95
C 1.85 -0.96 0.51
C 1.87 -0.74 2.76
H -3.40 -0.53 0.01
O -2.92 1.97 -0.07
C 0.35 0.43 -0.85
*
```